This record from the OMol25 dataset describes a molecular structure, C30H24ClNP2PtS2. The level of theory is wB97M-V/def2-TZVPD.

Geometry as XYZ:
```
61
C30H24ClNP2PtS2 wB97M-V/def2-TZVPD
Pt 0.00 0.63 -2.26
S -2.33 0.13 -2.06
P -1.72 -0.30 -0.16
C 0.03 -0.07 -0.55
P 1.77 -0.12 -0.09
S 2.34 0.64 -1.91
C 2.07 0.97 1.28
C 2.14 2.34 1.05
C 2.29 3.20 2.12
C 2.37 2.70 3.41
C 2.30 1.33 3.64
C 2.15 0.45 2.58
C 2.27 -1.78 0.28
C 1.50 -2.86 -0.18
C 1.94 -4.15 0.06
C 3.14 -4.36 0.71
C 3.92 -3.30 1.15
C 3.49 -2.00 0.93
C -2.18 0.92 1.05
C -3.34 1.67 0.84
C -3.73 2.59 1.80
C -2.98 2.76 2.95
C -1.82 2.01 3.16
C -1.42 1.09 2.21
C -2.04 -1.97 0.35
C -2.03 -2.29 1.72
C -2.20 -3.61 2.10
C -2.38 -4.59 1.14
C -2.40 -4.27 -0.21
C -2.22 -2.96 -0.61
H 2.10 2.73 0.04
H 2.36 4.27 1.95
H 2.50 3.38 4.24
H 2.38 0.94 4.65
H 2.10 -0.61 2.76
H 0.57 -2.69 -0.71
H 1.34 -4.99 -0.28
H 3.48 -5.38 0.89
H 4.86 -3.47 1.65
H 4.09 -1.16 1.27
H -3.91 1.55 -0.07
H -4.63 3.17 1.64
H -3.29 3.48 3.69
H -1.24 2.15 4.06
H -0.52 0.51 2.38
H -1.92 -1.52 2.47
H -2.21 -3.86 3.15
H -2.53 -5.62 1.45
H -2.57 -5.04 -0.95
H -2.25 -2.70 -1.66
Cl -2.77 3.92 -5.96
C -1.27 3.19 -5.55
C -0.13 3.41 -6.31
C 1.05 2.79 -5.92
C 1.05 1.98 -4.81
N -0.05 1.77 -4.07
C -1.20 2.36 -4.44
H -0.17 4.06 -7.18
H 1.96 2.93 -6.49
H 1.95 1.48 -4.49
H -2.08 2.18 -3.84
```

Results
- ΔE to the lowest compared entry with this formula, charge and spin: 0.000 eV
- Energy: -88993.785 eV
- Charge: +2
- HOMO-LUMO gap: 6.258 eV

Mulliken population analysis, charges in e, atoms 1 to 4: number 1, Pt, carries 0.822; number 2, S, carries -0.604; number 3, P, carries 0.845; number 4, C, carries -0.022